Entry 1:
Below is a structure of composition C22H27N4O4OsPS5 in a non-equilibrium geometry, with properties calculated with the ωB97M-V functional and the def2-TZVPD basis.

The geometry in XYZ format:
```
64
C22H27N4O4OsPS5 | OMol25 | the ωB97M-V functional and the def2-TZVPD basis
Os 0.42224 -1.15492 -0.26220
S 0.45909 -2.95136 0.99204
C 0.35401 -2.44964 2.67563
C 0.28983 -3.39683 3.69496
C 0.23905 -2.98049 5.01297
C 0.24197 -1.62058 5.31532
C 0.29768 -0.67985 4.30204
C 0.35971 -1.09629 2.97457
S 0.46918 0.07329 1.66215
H 0.28416 -4.45101 3.44658
H 0.20116 -3.71274 5.80825
H 0.20424 -1.29712 6.34726
H 0.29298 0.37915 4.52939
N -5.30982 -5.77649 -2.74734
C -4.02598 -5.27670 -2.69435
C -3.33793 -4.96038 -3.86948
C -2.03494 -4.50422 -3.81819
C -1.40119 -4.36704 -2.59246
C -2.07068 -4.67935 -1.41519
C -3.37511 -5.12516 -1.46401
S 0.24942 -3.78124 -2.51801
O 0.91420 -4.43370 -1.42744
O 0.81405 -3.83638 -3.83324
N 0.11435 -2.20170 -2.05486
C -0.14116 -1.21701 -2.96737
N -0.68578 -1.43704 -4.15559
C -0.81422 -0.35917 -4.92147
C -0.45606 0.91589 -4.50972
C 0.04109 1.04286 -3.22499
N 0.22232 -0.02329 -2.44879
H -5.82753 -5.66070 -3.59980
H -5.85597 -5.76955 -1.90485
H -3.83312 -5.07640 -4.82591
H -1.49679 -4.24990 -4.72043
H -1.55966 -4.58411 -0.46536
H -3.89980 -5.36633 -0.54751
H -1.24004 -0.52338 -5.90547
H -0.58081 1.77681 -5.14793
H 0.31375 2.00384 -2.81051
C 0.48524 6.10151 2.92553
C -0.41393 5.03022 2.34368
C -0.21306 3.66130 2.96272
O -0.27688 4.99383 0.89172
P 0.79671 4.24818 0.02000
S 0.72866 4.85189 -1.83878
S 0.41883 2.32399 -0.30922
O 2.12135 4.52199 0.83784
C 3.44393 3.91321 0.71648
C 3.82826 3.58835 -0.71167
C 3.51965 2.71710 1.64267
H 0.22896 6.25413 3.97476
H 0.34838 7.04318 2.39505
H 1.53267 5.81315 2.85948
H -1.45514 5.32994 2.46678
H 0.80001 3.29297 2.79755
H -0.91234 2.93280 2.55344
H -0.37481 3.73285 4.03937
H 4.09868 4.70335 1.08733
H 3.20888 2.78981 -1.11936
H 4.86618 3.25289 -0.71595
H 3.73998 4.46074 -1.35641
H 2.88236 1.90493 1.29108
H 3.21118 2.98911 2.65236
H 4.54836 2.35678 1.68483
```

Calculated values
Kohn-Sham gap (spin up / spin down) in eV: 8.1 / 5.8
ΔE to the lowest compared entry with this formula, charge and spin in kJ/mol: 5.3
Spin multiplicity: 5
LUMO energy (spin up / spin down) in eV: 0.2757 / -2.3254

Entry 2:
Below is an isolated molecule of C22H27N5O3S in a non-equilibrium geometry, with properties calculated with the ωB97M-V functional and the def2-TZVPD basis.

The geometry in XYZ format:
```
58
C22H27N5O3S | OMol25 | the ωB97M-V functional and the def2-TZVPD basis
C -5.25609 -3.88898 -0.24127
O -4.26581 -3.46023 -1.14682
C -3.35166 -2.55095 -0.73093
C -3.29980 -1.99691 0.54526
C -2.32905 -1.06358 0.85574
C -1.40486 -0.67540 -0.10008
N -0.43834 0.30309 0.21355
C -0.31728 1.57128 -0.29708
C -1.27529 2.16423 -1.26733
C -2.63282 2.22920 -0.64091
C -3.73540 1.44092 -0.86222
C -4.73570 1.86286 0.03160
C -4.20638 2.88799 0.76737
N -2.92726 3.10341 0.36434
C -2.06146 4.13600 0.86259
N 0.68530 2.17991 0.26544
N 1.25540 1.33760 1.14965
C 0.57871 0.21708 1.12130
S 0.87746 -1.21787 2.04772
C 2.39012 -0.72084 2.94002
C 3.61595 -0.85599 2.03694
O 4.32545 -1.83778 2.06093
N 3.81427 0.22073 1.25509
C 4.79439 0.21974 0.19601
C 4.27413 -0.49406 -1.06845
C 2.97201 0.13069 -1.61012
C 3.24563 0.27808 -3.10668
C 4.76242 0.45527 -3.11123
O 5.23729 -0.41769 -2.10886
C -1.43750 -1.23521 -1.37214
C -2.40428 -2.16416 -1.68313
H -5.86915 -4.59997 -0.79240
H -5.88080 -3.05495 0.09306
H -4.81602 -4.38805 0.62751
H -4.01156 -2.27761 1.30403
H -2.29461 -0.62771 1.84226
H -1.33272 1.54648 -2.16475
H -0.90831 3.15583 -1.53816
H -3.81344 0.65312 -1.58572
H -5.72466 1.45933 0.11914
H -4.64656 3.47784 1.54733
H -1.05558 3.75005 1.03367
H -2.46189 4.51601 1.80096
H -1.99520 4.96404 0.15083
H 2.46839 -1.42173 3.76970
H 2.24409 0.29723 3.29494
H 3.07847 0.92652 1.22699
H 5.68505 -0.30693 0.54583
H 5.05425 1.25266 -0.04354
H 4.14018 -1.55588 -0.82792
H 2.10839 -0.49893 -1.40166
H 2.80721 1.11166 -1.16174
H 2.72258 1.11974 -3.55505
H 2.97934 -0.63676 -3.63707
H 5.23882 0.16996 -4.04997
H 5.02920 1.49648 -2.87538
H -0.70502 -0.94327 -2.11026
H -2.45148 -2.61018 -2.66354
```

Calculated values
Kohn-Sham gap in eV: 8.8
ΔE to the lowest compared entry with this formula, charge and spin in kJ/mol: 270.6
LUMO energy in eV: 0.5180
SMILES: COc1ccc(-n2c(Cc3cccn3C)nnc2SCC(=O)NC[C@H]2CCCO2)cc1

Entry 3:
Below is an isolated molecule of C22H27NO6, with properties calculated with the ωB97M-V functional and the def2-TZVPD basis.

The geometry in XYZ format:
```
56
C22H27NO6 | OMol25 | the ωB97M-V functional and the def2-TZVPD basis
C 7.17972 2.38128 -0.88364
C 6.09891 1.37109 -1.26449
O 5.76209 0.47387 -0.23062
C 5.07609 1.04896 0.85547
C 4.42416 -0.06615 1.66241
O 3.25733 -0.51081 0.98295
C 2.26456 -1.00095 1.73740
O 2.30110 -1.07458 2.94974
C 1.12325 -1.43577 0.95385
N 0.03518 -1.96365 1.61900
C -0.90702 -2.31697 0.73924
C -0.43828 -2.02183 -0.53983
C 0.85724 -1.45582 -0.40605
C 1.73106 -0.97545 -1.50453
C -1.23971 -2.26306 -1.72770
O -0.87934 -2.03930 -2.86661
C -2.60676 -2.87000 -1.43613
C -3.21141 -2.52075 -0.07350
C -3.59716 -1.06659 0.08234
C -4.53480 -0.71977 1.03898
C -4.88156 0.60650 1.25377
C -4.29230 1.61813 0.51629
O -4.55348 2.94855 0.65112
C -5.49316 3.34760 1.61585
C -3.33961 1.27608 -0.46809
O -2.79978 2.31676 -1.15839
C -1.83072 2.03476 -2.13893
C -3.01304 -0.05299 -0.67074
C -2.22683 -2.91503 1.04692
H 6.81422 3.08435 -0.13893
H 7.48153 2.93876 -1.76591
H 8.04604 1.86260 -0.48087
H 6.45825 0.73193 -2.07467
H 5.19787 1.90243 -1.60823
H 4.30014 1.74042 0.49566
H 5.76755 1.60045 1.50927
H 5.12338 -0.90370 1.75174
H 4.14577 0.28171 2.66293
H 0.00813 -2.04340 2.62452
H 1.31202 -1.26651 -2.46331
H 1.81549 0.11044 -1.46784
H 2.73511 -1.37970 -1.39597
H -2.47252 -3.95540 -1.49179
H -3.28745 -2.58555 -2.24066
H -4.12181 -3.11812 0.05328
H -5.01231 -1.48745 1.63067
H -5.61884 0.83620 2.00631
H -5.18314 3.05866 2.62609
H -5.53717 4.43366 1.55110
H -6.48601 2.93340 1.40950
H -0.95346 1.53931 -1.70968
H -1.53730 3.00136 -2.54526
H -2.23551 1.41282 -2.94371
H -2.29655 -0.30396 -1.43206
H -2.13689 -4.00643 1.08466
H -2.59224 -2.57241 2.01707
```

Calculated values
Kohn-Sham gap in eV: 8.6
ΔE to the lowest compared entry with this formula, charge and spin in kJ/mol: 256.2
LUMO energy in eV: 0.6522
SMILES: CCOCCOC(=O)c1[nH]c2c(c1C)C(=O)C[C@H](c1ccc(OC)c(OC)c1)C2